Below is a molecular structure, C35H62B2F3OPV at a distorted geometry, with properties calculated with ωB97M-V with the def2-TZVPD basis set.

Cartesian coordinates (Å):
V -3.03570 2.42300 1.24355
P -0.03353 0.93937 -2.49616
F 3.35278 -3.64590 4.84611
F -3.31416 -5.81790 5.56112
F 3.56345 -2.46699 -2.00342
O -1.27085 1.28557 1.30785
C -0.99133 -0.31264 -1.60688
C 0.69639 -3.85452 0.60527
C -3.96745 -3.54195 5.58409
C -1.57034 2.64994 -6.64298
C -2.46828 1.75364 -5.81188
C 2.33085 -2.23357 -0.01578
C -1.43662 -2.81374 4.72600
C 2.78962 1.47378 -2.96075
C 4.17831 0.84012 -2.97250
C 3.45891 -0.64743 2.83919
C -3.00093 -4.49506 5.35513
C 2.51508 0.13787 3.50448
C 1.72056 0.46946 -2.47925
C -1.95164 -4.04873 -2.28610
C -0.50269 0.49208 2.16889
C 1.05030 -4.61171 -0.52371
C 3.06354 -2.40816 4.43128
C 4.39543 -0.23633 -4.01885
C -1.76279 -4.16681 4.82459
C -1.82489 -2.71668 -1.55709
C 0.36879 4.92215 -1.32299
C -3.66882 -2.18794 5.41644
C 1.79507 -0.35219 4.57946
C -0.95883 -1.68771 -2.28427
C -0.48863 1.16209 -4.25518
C 1.31912 4.72027 -0.14934
C -0.14512 2.47984 -1.59305
C 1.94553 -4.10883 -1.44739
C -2.39376 -1.84030 4.97694
C 2.62901 -2.92975 -1.14884
C -1.96765 1.57413 -4.37886
C 3.74417 -1.90742 3.33773
C 1.25612 -2.60985 0.78953
C 0.22309 3.77645 -2.32282
C 2.08590 -1.64118 5.01825
B -2.12775 4.32890 1.76041
B -2.70096 2.40402 5.56967
H 1.51246 -2.22599 5.73727
H 4.46217 -2.54009 2.81862
H -0.40922 0.15503 -4.68099
H 2.31475 4.34537 -0.36308
H -0.58232 5.17575 -0.85379
H -1.18668 2.49009 -1.25875
H -2.01465 0.06425 -1.53182
H -4.91921 -3.80600 6.03422
H -2.59730 0.75962 -6.25861
H 2.35711 1.11064 3.04946
H -2.14149 3.14768 -7.42608
H -1.77952 3.55949 2.55852
H 2.14465 -4.67877 -2.34649
H -1.00344 -4.90992 4.61546
H -0.55113 -0.33604 -0.60322
H 4.84494 1.66610 -3.24528
H 2.52157 1.73988 -3.99104
H 2.84699 -1.32298 0.26417
H 4.44311 0.16076 -5.03283
H 3.97918 -0.34197 1.94216
H -1.37151 -1.57519 -3.29274
H -1.02325 -4.60979 -2.24365
H 1.08142 0.24879 5.12234
H -2.39002 -3.96080 -3.27863
H -2.87521 3.58792 5.66351
H -1.55860 5.34861 1.92204
H -2.62552 0.91449 -3.80290
H -2.70032 2.07116 4.41269
H -0.33420 -0.51712 1.76777
H 1.29416 5.60692 0.48772
H -1.66776 2.09874 6.09952
H -3.62668 1.88717 6.13533
H 0.62422 -5.59463 -0.67101
H 2.72761 2.34007 -2.30627
H -0.10870 -4.23418 1.22329
H -0.59884 4.05448 -2.99725
H 3.56702 -0.94811 -4.01195
H -2.18312 -0.79152 4.79562
H 0.40306 0.99965 2.52447
H -2.81478 -2.23939 -1.56867
H -1.20536 3.50352 -6.05666
H 4.43977 0.52276 -1.96172
H 0.82164 4.04541 0.56701
H -3.50738 2.08741 -5.73571
H 0.23953 1.86398 -4.64816
H -1.06187 0.36185 3.11691
H 1.04762 3.63389 -3.02755
H 1.89339 0.27319 -1.40417
H 0.08144 -2.02929 -2.32182
H 1.88118 -0.54649 -2.85592
H -2.67774 -4.64028 -1.71886
H -3.28564 4.46691 1.78104
H -1.91514 3.92009 0.67909
H -4.36941 -1.40525 5.66700
H 0.42186 2.30988 -0.67265
H -1.53924 -2.90909 -0.52783
H -2.04171 2.53717 -3.84662
H -0.43547 -2.53040 4.42725
H 5.30410 -0.79780 -3.81953
H 0.68192 5.81249 -1.87853
H -0.69631 2.11997 -7.00934
H 0.96257 -2.04944 1.66974

Properties
Electronic energy ... -83823.141 eV
2S+1 ... 4
Charge ... 0
HOMO level (alpha / beta) ... -6.971 / -6.969 eV
LUMO energy (alpha / beta) ... -1.1012 / -1.2842 eV

Löwdin population analysis, charges in e, atoms 1 to 4: 0.984 1.017 0.073 0.024


Below is a molecular structure, C35H62N3O9Pt at a distorted geometry, with properties calculated with ωB97M-V with the def2-TZVPD basis set.

Cartesian coordinates (Å):
Pt 0.28127 -0.98817 0.76685
O 3.86203 3.92045 3.02701
O -0.13426 0.19222 2.50690
O -2.37652 -0.52123 0.23270
O 1.79196 0.31696 0.64033
O 3.11004 -2.26676 1.17920
O 0.53882 0.36392 -6.35331
O 2.40596 3.13034 5.27483
O -1.34350 -2.40276 0.83801
O -2.25974 4.00669 3.29635
N 1.02774 0.34510 -4.97731
N 2.06391 -3.28829 1.24721
N -3.21609 3.80551 2.30409
C 3.21730 -0.00722 -5.85075
C -3.80609 3.52354 -0.02501
C 2.88712 2.06111 1.72637
C -4.56810 2.33546 0.31606
C -2.37074 -1.73483 0.39695
C -1.93030 5.04092 0.61513
C 0.82254 0.95269 2.76641
C 2.06435 -3.78568 2.68292
C -0.57304 2.20502 -4.43408
C 1.90321 1.43653 -2.56642
C 0.99869 1.72064 3.93994
C 1.04159 -5.23498 0.25000
C 3.41880 -4.33646 3.19170
C 2.18922 -4.22098 0.09746
C 2.31877 0.87978 -4.98811
C -2.61573 3.73400 0.91949
C -1.60246 2.58258 0.72974
C -3.68379 1.46079 3.21422
C 2.12861 2.63950 4.19134
C 0.93395 -5.86070 1.66454
C 0.59587 0.69022 -2.65053
C 1.61369 -2.64330 3.70844
C 0.88854 -4.71266 2.72879
C 2.38025 2.35000 -5.46327
C 0.03709 0.83528 -4.06279
C -3.64261 -2.58880 0.22464
C 2.84609 0.74271 -3.55873
C -4.94150 3.48792 3.97555
C 3.48386 -5.03006 -0.01783
C -4.19246 2.77205 2.75819
C -1.14165 -0.22030 -4.08115
C 1.92892 1.12460 1.67117
C 2.06491 -3.39128 -1.15854
C 3.04273 2.99643 2.87660
C -5.27035 2.62943 1.66880
H -0.07616 3.04605 -3.94136
H 2.41025 1.13388 -1.59386
H 2.88822 0.15751 -6.86943
H -5.90430 3.46591 1.56961
H -4.49227 -1.96490 -0.12472
H 3.86610 1.04823 -3.47814
H -3.81098 1.53456 0.32867
H -0.74633 -1.19225 -3.84477
H -3.89795 -3.19681 1.08242
H 0.04148 -6.53772 1.69490
H -1.56197 2.18325 -3.99473
H 3.93966 -2.67663 0.85767
H -2.53894 5.92700 0.68741
H 4.26376 0.23947 -5.75389
H -0.53993 2.35422 -5.48722
H 0.96051 -5.16791 3.71827
H 3.70738 -5.31663 2.78952
H -0.05640 1.07009 -1.91149
H -0.72240 2.59888 1.34561
H -4.38233 4.44737 0.04905
H 4.21477 -3.63659 2.93217
H -3.46478 -3.37538 -0.48624
H 4.36823 -4.45753 -0.24808
H -5.28372 2.08249 -0.42771
H 3.07643 -1.06726 -5.67085
H -3.37070 0.77138 2.41485
H -3.41688 3.57298 -1.04330
H -2.11378 1.62003 0.93939
H 0.80653 -0.37370 -2.41029
H -0.03706 -4.18841 2.58440
H -5.05776 4.54922 3.84595
H -5.91883 3.05114 4.19804
H -4.31389 0.96839 3.93405
H -2.77627 1.67205 3.79370
H 3.67311 -5.73853 0.73598
H 2.40613 3.04752 -4.69735
H 2.91346 -0.30018 -3.32032
H -4.27347 3.46678 4.90059
H 1.52723 2.62559 -6.07246
H 2.88356 -2.73872 -1.38532
H -1.05330 5.22798 1.23049
H 1.85643 2.48980 -2.81722
H -1.35021 2.58043 -0.34626
H 2.50721 -1.98903 3.76314
H -1.43686 -0.18073 -5.07327
H 3.57400 2.14527 0.91571
H 3.35783 -4.49157 4.29524
H -1.83505 -0.06078 -3.28922
H -1.61619 4.92556 -0.44394
H 3.36207 -5.67732 -0.93244
H 0.10467 -4.64151 -0.01085
H 3.23121 2.55778 -6.11458
H 1.19294 -2.73895 -1.10804
H -5.80376 1.76264 2.04168
H 1.67533 -3.27814 4.55758
H 1.14748 -5.90260 -0.58208
H -1.71609 3.16878 3.38762
H 0.56867 -2.31605 3.51435
H 2.07046 -3.86956 -2.16066
H 0.57107 -0.57499 -6.56187
H 0.33635 1.56584 4.77953
H 1.84722 -6.45557 1.87430

Properties
Electronic energy ... -63439.811 eV
2S+1 ... 3
Charge ... -1
HOMO level (alpha / beta) ... -4.953 / -4.921 eV
LUMO energy (alpha / beta) ... 1.9781 / 0.9979 eV

Löwdin population analysis, charges in e, atoms 1 to 4: 1.288 0.020 -0.156 -0.021